[1]
6
Properties=species:S:1:pos:R:3:forces:R:3 method="wB97M-V/def2-TZVPD" relative_energy_kj_mol=445.70 charge=0 gap_ha="0.243 / 0.241" energy_ha=-1068.9217
I -1.66337 -2.81675 0.33310 -0.160 0.532 -0.242
I 2.07718 -1.03306 -0.53828 0.261 -0.290 -0.235
I -2.55250 0.58421 -0.51323 -0.105 -0.374 -0.101
F 1.22570 0.30049 1.76260 0.226 0.148 0.973
C -1.56298 -0.75512 0.71015 0.818 0.078 0.388
C 0.71801 0.10395 0.61778 -1.040 -0.093 -0.784


[2]
23
Properties=species:S:1:pos:R:3:forces:R:3 method="wB97M-V/def2-TZVPD" relative_energy_kj_mol=31.67 charge=0 gap_ha=0.302 energy_ha=-1002.4189
Cd 0.03948 0.43922 0.17352 0.523 -0.482 -1.037
O -0.82652 2.93522 3.04052 0.201 -0.640 1.008
O -2.16352 -0.21278 0.16152 -0.178 -0.370 0.560
O 2.28948 0.06422 0.91452 1.314 -1.138 -0.047
O -0.42052 2.51222 0.87552 0.514 1.628 -1.408
O -0.47952 0.90422 2.28752 0.699 -3.357 2.161
O 0.79048 -0.73278 -1.49148 2.577 0.818 2.091
O -0.81152 1.38922 -1.72848 0.281 -0.940 -0.977
O 1.80048 -2.68878 -2.08048 0.498 0.037 0.169
O -0.07352 -1.82978 -3.08948 1.829 -1.533 0.330
O 0.21348 -1.80678 0.77152 -0.315 -0.631 1.083
C 0.84248 -1.73478 -2.20948 -4.295 0.297 -3.507
C -0.51652 2.08322 2.03252 -1.718 2.850 0.192
H 1.11348 -2.11978 0.60052 -0.397 0.002 0.016
H -1.20952 3.76722 2.77152 0.241 0.253 -0.734
H 1.74948 -3.29878 -2.84348 -0.387 0.591 0.505
H -2.53752 -0.40378 -0.68648 -0.189 -0.303 -0.944
H 2.48148 0.04922 1.84652 -0.275 0.782 1.038
H 0.05748 -1.82478 1.73352 0.197 -0.215 -0.431
H -1.31252 2.15622 -1.88148 -0.926 1.975 0.280
H -0.94952 0.90522 -2.55148 0.602 -0.730 0.038
H -2.86152 0.20422 0.65652 -0.281 0.306 0.481
H 2.78448 -0.75678 0.69652 -0.517 0.800 -0.865


[3]
14
Properties=species:S:1:pos:R:3:forces:R:3 method="wB97M-V/def2-TZVPD" relative_energy_kj_mol=197.29 smiles=CNC.N charge=0 gap_ha=0.374 energy_ha=-191.6223
N 0.81657 3.27436 1.10126 1.686 3.219 -0.889
N -0.05876 -0.69292 -0.12998 0.150 1.056 -4.193
C 0.77194 -1.88458 -0.59282 0.128 0.316 -0.079
C -1.61489 -0.91605 -0.28193 2.061 0.637 3.481
H 0.76270 -2.69108 0.14940 -0.434 0.100 -0.073
H 0.35947 4.12419 1.24323 -0.932 0.705 0.326
H -1.82886 -1.39199 0.78125 -0.277 1.978 -1.522
H 1.86666 -1.58334 -0.60360 -1.368 -0.106 -0.302
H 0.24108 0.04590 -0.94495 -1.257 -1.980 2.653
H 1.78510 3.31788 1.05923 1.574 0.108 -0.012
H 0.45673 -2.31844 -1.60451 0.450 0.640 1.245
H -2.11344 0.09490 -0.56931 0.647 -2.235 0.759
H 0.45317 2.42905 1.17177 -2.336 -4.087 0.561
H -1.89746 -1.80790 -0.77904 -0.092 -0.350 -1.955


[4]
14
Properties=species:S:1:pos:R:3:forces:R:3 method="wB97M-V/def2-TZVPD" relative_energy_kj_mol=62.29 smiles=CN.CN charge=0 gap_ha=0.384 energy_ha=-191.6737
N 1.08575 -0.83785 3.72169 0.290 0.493 1.034
N -0.97793 0.13087 -4.13225 0.472 0.502 -0.630
C 2.17618 0.15625 3.78949 0.086 0.114 -0.790
C -2.15740 0.44037 -3.34404 -0.566 -0.279 0.065
H -1.02109 -0.75304 -4.62617 -0.293 -0.135 0.373
H 2.52241 0.41256 2.78524 -0.029 -0.126 0.003
H 0.92676 -1.02434 4.71134 -0.330 -0.507 -0.244
H -2.07759 1.41655 -2.87158 0.263 0.100 -0.064
H 3.01639 -0.30322 4.30576 0.036 0.041 0.048
H -3.08841 0.44439 -3.91442 -0.167 0.018 -0.112
H -2.30162 -0.27370 -2.53376 0.212 -0.121 -0.020
H 1.94014 1.11050 4.27327 -0.145 -0.135 0.175
H -0.89131 0.81275 -4.88825 0.078 -0.083 0.387
H 0.21786 -0.40792 3.42153 0.092 0.118 -0.227